Entry from OMol25: C12H45N14NiO14 as an isolated structure in a non-equilibrium geometry (ωB97M-V/def2-TZVPD).

Calculated values
HOMO-LUMO gap (alpha / beta) (eV): 2.8823 / 9.3209
<S²>: 3.753
M (g/mol): 668.27
F_max (Eh/bohr): 0.1305
Spin multiplicity: 4
Highest occupied orbital energy (alpha / beta) (eV): -2.66 / -9.18
Total charge: 0

Last column: Mulliken charge in e.
CARTESIAN COORDINATES (ANGSTROEM)
Ni -1.762 0.299 2.133  7.794
O 1.178 -0.230 -0.991  -0.087
C 0.755 -0.570 0.278  -0.841
O -0.375 -0.254 0.736  -0.282
O 1.575 -1.195 0.973  0.569
H 0.354 0.066 -1.386  -0.081
C -3.621 -1.079 -2.721  -0.677
O -2.369 -1.202 -2.076  -0.414
H -3.754 -0.100 -3.181  0.295
H -3.599 -1.928 -3.404  0.247
H -4.376 -1.276 -1.959  0.192
H -2.421 -0.628 -1.308  0.211
C 1.849 3.214 -3.640  -0.828
O 1.088 2.419 -2.676  -0.295
H 2.531 2.487 -4.082  0.445
H 1.155 3.513 -4.426  0.307
H 2.426 4.033 -3.211  0.274
H 1.762 2.282 -2.006  0.089
C 2.719 -2.690 -3.287  -0.707
O 1.802 -2.662 -2.219  -0.423
H 3.679 -3.084 -2.953  0.242
H 2.318 -3.225 -4.148  0.278
H 3.046 -1.689 -3.569  0.236
H 2.090 -2.074 -1.517  0.140
C -0.458 -4.537 0.934  -0.098
O 0.807 -4.255 1.334  -0.593
H -0.683 -5.572 1.194  0.372
H -1.123 -3.974 1.589  -0.388
H -0.540 -4.295 -0.126  0.243
H 0.869 -3.307 1.201  0.169
C -3.906 -2.006 1.084  -1.105
O -3.151 -1.023 1.233  -0.920
N -3.473 -3.192 1.191  -0.080
N -5.145 -1.854 0.688  -0.325
H -4.139 -3.944 1.087  0.142
H -2.590 -3.388 1.640  0.167
H -5.487 -0.938 0.434  0.234
H -5.801 -2.614 0.793  0.159
C -0.142 2.742 3.483  -1.883
O -0.423 1.670 2.926  -0.301
N 0.988 3.371 3.228  -0.377
N -0.926 3.456 4.190  -0.276
H 1.053 4.366 3.384  0.235
H 1.465 3.022 2.410  0.044
H -1.834 3.119 4.476  0.307
H -0.580 4.316 4.591  0.196
C 5.020 -2.252 1.353  0.421
O 6.176 -2.694 1.547  -0.735
N 4.337 -2.349 0.208  -0.230
N 4.305 -1.625 2.235  -0.206
H 3.341 -2.243 0.075  0.133
H 4.876 -2.911 -0.435  0.140
H 3.492 -1.082 1.979  0.101
H 4.821 -1.450 3.085  0.215
C -0.039 -1.821 3.912  -0.278
O -0.895 -1.306 3.195  -1.371
N 1.195 -1.956 3.572  -0.028
N -0.399 -2.395 5.017  -0.383
H 1.909 -1.988 4.285  0.241
H 1.338 -1.743 2.595  -0.036
H -1.398 -2.296 5.128  0.285
H 0.231 -2.869 5.648  0.188
C 2.868 2.616 0.186  0.794
O 1.657 2.705 -0.025  -0.588
N 3.752 3.577 0.210  -0.467
N 3.503 1.522 0.256  -0.200
H 4.749 3.457 0.320  0.138
H 3.536 4.444 -0.261  0.248
H 2.943 0.692 0.126  -0.119
H 4.502 1.454 0.393  0.202
C -1.535 1.541 -5.254  0.446
O -2.546 1.139 -5.791  -0.722
N -0.871 2.608 -5.600  -0.256
N -1.081 0.962 -4.209  -0.084
H -0.012 2.925 -5.175  0.008
H -1.119 3.059 -6.469  0.182
H -1.660 0.208 -3.866  0.117
H -0.449 1.432 -3.577  0.291
C -3.361 2.495 0.471  -2.068
O -2.403 1.937 1.022  0.720
N -4.412 2.649 1.185  -0.251
N -3.303 3.170 -0.619  -0.152
H -4.421 2.338 2.146  0.053
H -4.974 3.455 0.953  0.263
H -4.067 3.697 -1.017  0.214
H -2.441 3.312 -1.125  0.163